1.
Molecular formula: C4H6O2
Method: DFT, ωB97M-V/def2-TZVPD

The geometry in XYZ format:
```
12
Properties=species:S:1:pos:R:3:lowdin_charge:R:1
C 1.318 0.217 -0.686 -0.006
C 0.331 0.660 0.346 -0.499
O 0.003 1.808 0.556 0.087
C -0.459 -0.466 0.975 -0.059
C -1.546 -0.351 -0.128 -0.243
O -1.500 -1.053 -1.110 0.058
H 0.960 -0.695 -1.177 0.085
H 2.249 -0.018 -0.165 0.098
H 1.462 1.016 -1.411 0.093
H 0.013 -1.449 0.891 0.120
H -0.640 -0.221 2.028 0.126
H -2.192 0.552 -0.119 0.139
```

Calculated values
HOMO-LUMO gap = 10.24 eV
structure (SMILES) = CC(=O)CC=O
F_max = 0.84 eV/Å
DFT total energy = -8339.326 eV
multiplicity = 1
energy above the lowest of the compared OMol25 structures with the same formula, charge and spin = 26.2 kcal per mole



2.
Molecular formula: C3H5NO3
Method: DFT, ωB97M-V/def2-TZVPD

The geometry in XYZ format:
```
12
Properties=species:S:1:pos:R:3:lowdin_charge:R:1
C 1.351 -0.320 1.285 -0.191
C 0.772 -0.457 -0.129 -0.385
C -2.315 0.777 -1.196 0.020
H -0.216 0.384 2.139 0.166
H 1.229 -1.243 1.826 0.129
H 2.374 -0.130 1.187 0.114
H -2.853 0.930 -2.119 0.073
H -2.508 1.329 -0.280 0.083
N -1.246 0.045 -1.319 0.045
O 0.794 0.702 2.047 -0.073
O 1.221 -0.966 -1.134 0.114
O -0.533 0.067 -0.072 -0.096
```

Calculated values
HOMO-LUMO gap = 11.00 eV
structure (SMILES) = C=NOC(=O)CO
F_max = 4.07 eV/Å
DFT total energy = -10821.951 eV
multiplicity = 1
energy above the lowest of the compared OMol25 structures with the same formula, charge and spin = 86.2 kcal per mole



3.
Molecular formula: C9H36FeO17S2
Method: DFT, ωB97M-V/def2-TZVPD

The geometry in XYZ format:
```
65
Properties=species:S:1:pos:R:3:lowdin_charge:R:1
Fe 1.008 -2.037 -0.268 1.187
S 2.055 -3.173 2.584 0.327
O 1.388 -2.385 1.535 -0.359
O 3.297 -3.710 1.991 -0.172
O 2.122 -2.530 3.829 -0.188
O 1.631 -4.566 2.520 -0.156
S -0.497 0.089 0.299 0.336
O -0.721 -1.298 -0.005 -0.290
O 0.923 -0.161 0.101 -0.341
O -0.948 1.018 -0.657 -0.220
O -0.693 0.448 1.684 -0.239
C -2.691 -4.448 -1.173 -0.149
O -1.423 -3.861 -1.254 -0.134
H -3.100 -4.254 -0.182 0.095
H -3.299 -4.181 -2.037 0.084
H -2.607 -5.532 -1.261 0.078
H -1.106 -4.171 -2.106 0.074
C -3.219 2.985 1.869 -0.142
O -2.949 1.648 2.243 -0.130
H -2.303 3.425 1.476 0.063
H -3.765 2.946 0.926 0.067
H -3.892 3.527 2.534 0.083
H -2.023 1.453 2.081 0.000
C 1.480 -1.957 -3.332 -0.075
O 0.657 -1.603 -2.233 -0.164
H 2.166 -2.708 -2.942 0.083
H 0.960 -2.214 -4.255 0.110
H 2.158 -1.158 -3.633 0.101
H 0.024 -1.047 -2.694 0.073
C 1.716 2.821 -2.645 -0.152
O 2.377 2.018 -1.687 -0.112
H 1.745 3.814 -2.197 0.061
H 2.211 2.992 -3.600 0.079
H 0.664 2.573 -2.791 0.078
H 1.779 1.498 -1.145 0.033
C -2.956 -0.117 -3.457 -0.107
O -1.601 -0.108 -2.938 -0.134
H -3.237 -0.977 -4.066 0.074
H -3.745 -0.034 -2.710 0.084
H -3.222 0.702 -4.126 0.075
H -1.581 0.417 -2.134 0.014
C 4.012 -0.633 -0.155 -0.048
O 3.119 -1.611 -0.711 -0.169
H 3.708 0.074 0.617 0.095
H 4.853 -1.210 0.229 0.101
H 4.247 0.000 -1.010 0.094
H 3.592 -2.018 -1.441 0.102
C -1.625 -0.682 4.414 -0.204
O -0.546 0.131 4.345 -0.116
H -1.448 -1.406 3.619 0.071
H -1.703 -1.404 5.226 0.084
H -2.555 -0.179 4.146 0.077
H -0.379 0.187 3.401 0.007
C 2.200 1.027 3.399 -0.185
O 2.286 1.770 2.266 -0.104
H 1.477 1.475 4.081 0.081
H 1.789 0.085 3.036 0.060
H 3.126 0.942 3.968 0.093
H 1.637 1.379 1.676 0.032
C -0.932 4.616 -0.901 -0.174
O -1.800 3.596 -1.246 -0.118
H -1.381 5.571 -1.171 0.080
H -0.918 4.697 0.186 0.078
H 0.029 4.614 -1.415 0.054
H -1.578 2.835 -0.703 0.018
```

Calculated values
HOMO-LUMO gap (alpha / beta) = 8.01 / 6.05 eV
F_max = 7.73 eV/Å
DFT total energy = -100773.116 eV
multiplicity = 7
energy above the lowest of the compared OMol25 structures with the same formula, charge and spin = 16.7 kcal per mole



4.
Molecular formula: CH4N4O4P
Method: DFT, ωB97M-V/def2-TZVPD

The geometry in XYZ format:
```
14
Properties=species:S:1:pos:R:3:lowdin_charge:R:1
C -0.084 -1.218 0.363 -0.152
N -1.253 -1.590 0.062 0.238
N 0.331 0.822 -0.548 -0.120
N 0.953 -1.288 0.905 0.122
N 0.564 1.916 0.170 0.171
O 3.892 1.088 0.358 -0.175
O 1.265 0.451 -1.264 -0.085
O 2.001 -0.559 1.288 -0.120
O 3.060 -1.181 -0.938 -0.199
P 3.103 -0.004 -0.114 0.643
H -1.492 -1.467 -0.904 0.151
H 1.663 2.222 0.213 0.201
H -1.649 -2.336 0.650 0.184
H -0.059 2.300 0.870 0.142
```

Calculated values
HOMO-LUMO gap = 9.70 eV
F_max = 4.27 eV/Å
DFT total energy = -24528.337 eV
multiplicity = 1
total charge = +1
energy above the lowest of the compared OMol25 structures with the same formula, charge and spin = 58.1 kcal per mole



5.
Molecular formula: C32H40FNO23S
Method: DFT, ωB97M-V/def2-TZVPD

The geometry in XYZ format:
```
98
Properties=species:S:1:pos:R:3:lowdin_charge:R:1
O -2.874 0.771 -0.488 0.158
C -2.183 -0.177 -0.314 -0.384
N -2.678 -1.535 -0.213 0.150
C -1.703 -2.213 0.619 -0.378
O -1.960 -3.165 1.282 0.140
C -0.435 -1.448 0.523 -0.057
C 0.869 -1.774 0.912 -0.117
C 1.197 -3.120 1.536 -0.087
C 2.348 -3.015 2.521 -0.174
F 3.565 -3.062 1.831 -0.065
C 1.844 -0.804 0.670 0.019
C 1.564 0.434 0.077 -0.187
C 2.682 1.409 -0.170 -0.132
C 3.294 1.202 -1.563 -0.169
C 4.195 -0.037 -1.644 -0.200
C 3.530 -1.243 -2.301 -0.230
S 3.626 -1.175 -4.077 0.596
O 2.435 -0.528 -4.548 -0.282
O 4.859 -0.611 -4.521 -0.274
O 3.587 -2.694 -4.539 -0.136
C 0.251 0.744 -0.289 0.067
C -0.716 -0.214 -0.050 -0.079
H -2.687 -1.927 -1.151 0.154
H 0.323 -3.486 2.063 0.112
H 1.464 -3.793 0.724 0.130
H 2.337 -3.856 3.209 0.121
H 2.301 -2.068 3.048 0.093
H 2.868 -0.996 0.957 0.118
H 3.454 1.251 0.579 0.122
H 2.293 2.420 -0.108 0.121
H 2.508 1.131 -2.315 0.112
H 3.874 2.089 -1.803 0.114
H 5.067 0.221 -2.240 0.104
H 4.569 -0.348 -0.674 0.115
H 4.067 -2.141 -1.991 0.112
H 2.485 -1.378 -2.034 0.104
H 3.135 -3.229 -3.872 0.096
H -0.018 1.685 -0.747 0.136
C -0.564 0.074 5.254 -0.095
C -0.900 0.414 3.819 -0.100
O 0.390 0.763 3.282 0.063
C 1.331 0.159 4.034 -0.587
O 2.488 0.086 3.738 0.129
O 0.798 -0.383 5.140 0.065
H -1.196 -0.707 5.666 0.140
H -0.593 0.937 5.909 0.111
H -1.291 -0.440 3.262 0.122
H -1.595 1.241 3.730 0.121
C -6.318 -0.271 2.706 -0.114
C -5.043 -0.792 2.085 -0.108
O -4.050 0.057 2.686 0.042
C -4.547 0.533 3.849 -0.572
O -3.904 1.131 4.656 0.149
O -5.856 0.242 3.971 0.073
H -7.068 -1.040 2.859 0.132
H -6.755 0.544 2.137 0.117
H -4.830 -1.826 2.361 0.135
H -5.022 -0.702 1.004 0.117
C 1.287 1.100 -7.240 -0.124
C 1.416 0.142 -8.404 -0.116
O 0.385 0.595 -9.287 0.057
C 0.130 1.899 -9.007 -0.570
O -0.555 2.607 -9.668 0.165
O 0.760 2.273 -7.869 0.064
H 2.235 1.316 -6.758 0.116
H 0.576 0.753 -6.488 0.129
H 2.379 0.231 -8.911 0.132
H 1.253 -0.895 -8.125 0.131
C 2.216 -0.052 10.341 -0.116
C 2.438 -0.962 9.150 -0.112
O 1.390 -0.562 8.265 0.059
C 1.031 0.704 8.576 -0.556
O 0.306 1.383 7.922 0.164
O 1.608 1.093 9.737 0.066
H 3.135 0.228 10.847 0.132
H 1.521 -0.476 11.067 0.132
H 3.397 -0.785 8.660 0.135
H 2.350 -2.018 9.392 0.132
C -10.503 1.298 1.345 -0.108
C -11.105 0.654 0.112 -0.112
O -9.952 0.112 -0.541 0.069
C -8.988 -0.077 0.387 -0.565
O -7.972 -0.664 0.196 0.165
O -9.338 0.495 1.564 0.047
H -11.156 1.265 2.212 0.133
H -10.191 2.328 1.169 0.135
H -11.786 -0.162 0.357 0.133
H -11.613 1.361 -0.538 0.133
C 5.659 1.374 -6.657 -0.129
C 6.914 2.078 -6.188 -0.114
O 7.280 2.849 -7.337 0.058
C 6.168 3.052 -8.088 -0.570
O 6.105 3.788 -9.015 0.170
O 5.142 2.293 -7.629 0.052
H 4.941 1.209 -5.865 0.096
H 5.873 0.424 -7.149 0.136
H 6.724 2.758 -5.355 0.133
H 7.714 1.395 -5.916 0.133
```

Calculated values
HOMO-LUMO gap = 9.47 eV
structure (SMILES) = O=C1NC(=O)c2c(CCF)cc(CCCCS(=O)(=O)O)cc21.O=C1OCCO1.O=C1OCCO1.O=C1OCCO1.O=C1OCCO1.O=C1OCCO1.O=C1OCCO1
F_max = 1.49 eV/Å
DFT total energy = -95969.060 eV
multiplicity = 1



6.
Molecular formula: C5H10N
Method: DFT, ωB97M-V/def2-TZVPD

The geometry in XYZ format:
```
16
Properties=species:S:1:pos:R:3:lowdin_charge:R:1
C -1.230 1.584 0.145 0.155
C -0.053 1.101 -0.463 -0.273
C 0.762 0.153 0.416 -0.218
C -0.327 -0.395 -0.407 -0.127
C -1.408 -1.342 -0.082 -0.075
N 2.135 -0.092 -0.122 0.226
H -1.472 1.325 1.160 0.096
H -1.985 2.079 -0.444 0.098
H 0.378 1.576 -1.334 0.141
H 0.780 0.257 1.498 0.163
H -1.714 -1.348 0.968 0.087
H -1.034 -2.342 -0.317 0.089
H -2.276 -1.161 -0.712 0.093
H 2.053 -0.268 -1.135 0.181
H 2.553 -0.919 0.322 0.183
H 2.753 0.716 0.034 0.181
```

Calculated values
HOMO-LUMO gap (alpha / beta) = 7.54 / 8.29 eV
F_max = 1.09 eV/Å
DFT total energy = -6826.288 eV
multiplicity = 1
total charge = +1
energy above the lowest of the compared OMol25 structures with the same formula, charge and spin = 90.3 kcal per mole



7.
Molecular formula: C7H6O2
Method: DFT, ωB97M-V/def2-TZVPD

The geometry in XYZ format:
```
15
Properties=species:S:1:pos:R:3:lowdin_charge:R:1
C -1.151 -0.948 0.898 -0.005
C -0.165 -0.247 1.479 0.014
C 1.876 0.510 -0.081 -0.052
C -1.266 -0.680 -0.589 -0.236
C -0.388 0.248 -1.379 -0.258
C 0.700 0.789 0.772 -0.493
C 0.764 1.044 -0.841 0.070
O -0.406 -1.108 -1.611 0.032
O 0.374 2.032 0.781 0.124
H -1.834 -1.725 1.345 0.128
H 0.037 -0.436 2.540 0.113
H 2.753 1.119 0.119 0.111
H 2.128 -0.557 -0.369 0.162
H -2.353 -0.749 -1.023 0.170
H -1.067 0.709 -2.039 0.121
```

Calculated values
HOMO-LUMO gap (alpha / beta) = 8.22 / 8.22 eV
F_max = 3.46 eV/Å
DFT total energy = -11444.043 eV
multiplicity = 1
energy above the lowest of the compared OMol25 structures with the same formula, charge and spin = 143.0 kcal per mole



8.
Molecular formula: C6H15N
Method: DFT, ωB97M-V/def2-TZVPD

The geometry in XYZ format:
```
22
Properties=species:S:1:pos:R:3:lowdin_charge:R:1
C -1.759 1.243 1.085 -0.279
N -1.208 -0.079 0.781 -0.079
C 0.255 -0.156 0.614 -0.244
C 0.656 -0.848 -0.670 -0.434
C 0.442 -2.347 -0.662 -0.080
C 2.110 -0.462 -1.037 -0.075
C -1.344 2.331 0.074 -0.086
H -1.396 1.585 2.066 0.101
H -2.843 1.164 1.136 0.102
H -1.449 -0.673 1.564 0.097
H 0.715 0.837 0.690 0.109
H 0.668 -0.670 1.492 0.125
H 0.056 -0.373 -1.454 0.126
H 1.276 -2.846 -0.161 0.078
H -0.448 -2.565 -0.078 0.066
H 0.354 -2.798 -1.653 0.079
H 2.654 -0.241 -0.122 0.069
H 2.158 0.347 -1.756 0.069
H 2.647 -1.308 -1.489 0.072
H -2.148 2.722 -0.531 0.064
H -0.493 1.978 -0.506 0.055
H -0.902 3.161 0.617 0.064
```

Calculated values
HOMO-LUMO gap = 9.85 eV
structure (SMILES) = CCNCC(C)C
F_max = 1.67 eV/Å
DFT total energy = -7954.856 eV
multiplicity = 1
energy above the lowest of the compared OMol25 structures with the same formula, charge and spin = 21.0 kcal per mole



Q: Which formula does entry 5 have?
A: C32H40FNO23S



Q: multiplicity of number 6 (C5H10N)?
A: 1



Q: What is the formula in the fifth record?
A: C32H40FNO23S